{"formula": "C16H30Cl2KN5O6P2S", "method": "the ωB97M-V functional and the def2-TZVPD basis", "relative_energy_kcal_mol": 350.1, "homo_ev": -8.3, "multiplicity": 1, "e_tot_ev": -107588.399, "elements": ["K", "C", "N", "C", "P", "O", "O", "P", "O", "N", "C", "C", "N", "C", "C", "N", "C", "C", "H", "H", "H", "H", "H", "H", "H", "H", "H", "H", "H", "H", "H", "H", "H", "H", "H", "H", "H", "H", "H", "H", "H", "H", "Cl", "C", "Cl", "H", "H", "O", "S", "O", "N", "C", "O", "C", "C", "C", "C", "C", "C", "H", "H", "H", "H"], "positions_angstrom": [[0.91189, 0.30847, -1.42579], [-3.82150, 3.17362, -0.63044], [-3.87927, 1.83459, -0.06761], [-5.22154, 1.40400, 0.30399], [-2.68188, 0.72111, -0.38196], [-1.37282, 1.38971, -0.64891], [-3.77994, -1.70765, 0.93258], [-0.62957, -1.45956, 1.46028], [0.35268, -1.42301, 0.35116], [-0.31214, -2.80838, 2.37393], [-1.25238, -3.36216, 3.32906], [0.99330, -3.45936, 2.35225], [-0.48627, 0.20299, 2.66806], [-0.17967, -0.18250, 4.07506], [0.57505, 1.09416, 2.10776], [-3.01480, -0.23373, -1.71504], [-4.31501, -0.86612, -1.90941], [-2.41264, 0.13245, -2.99839], [-4.16160, 3.89953, 0.11194], [-4.46088, 3.25817, -1.51590], [-2.79453, 3.40692, -0.90106], [-5.58532, 1.97877, 1.16044], [-5.25902, 0.33730, 0.53251], [-5.92582, 1.55020, -0.52318], [-2.12607, -2.72512, 3.46010], [-0.77726, -3.48728, 4.30705], [-1.61328, -4.33780, 2.99592], [1.60766, -3.02490, 1.56716], [0.87171, -4.52524, 2.15003], [1.49934, -3.34799, 3.31619], [-0.98022, -0.80096, 4.47295], [-0.08939, 0.71828, 4.67918], [0.75836, -0.73312, 4.07857], [0.17616, 1.53553, 1.19779], [1.47420, 0.50665, 1.92103], [0.76955, 1.87596, 2.84051], [-4.74695, -1.16198, -0.96006], [-4.18550, -1.77116, -2.50569], [-4.99995, -0.19819, -2.44537], [-1.53735, 0.75522, -2.85137], [-3.12506, 0.69410, -3.61273], [-2.13427, -0.77263, -3.54194], [-2.56292, 1.57680, 3.71063], [-1.77957, 0.79300, 2.34553], [-2.99902, -0.58383, 1.61271], [-4.00784, 0.22855, 1.97466], [-3.18469, -1.26763, 2.87025], [5.06832, -1.85458, -0.86549], [4.93982, -0.42061, -0.81457], [5.23072, 0.21159, 0.44948], [3.51302, 0.06992, -1.38707], [3.62063, 0.75295, -2.53870], [2.66175, 1.21031, -3.17252], [5.04942, 0.92342, -2.98357], [5.52464, 1.58898, -4.09838], [6.89875, 1.62436, -4.30087], [7.76837, 1.00535, -3.40584], [7.28627, 0.33637, -2.28654], [5.91889, 0.31421, -2.10329], [4.83245, 2.06317, -4.78158], [7.30248, 2.13878, -5.16354], [8.83518, 1.04681, -3.58473], [7.95533, -0.14684, -1.58725]], "atomic_forces_ev_per_a": [[-0.08, 0.06, -0.20], [0.15, 0.08, 0.06], [-0.32, -0.35, 0.18], [-0.09, 0.08, -0.25], [0.30, 0.28, -0.17], [-0.19, -0.15, 0.20], [0.26, 0.14, 0.19], [-0.68, -1.90, -0.83], [0.37, 0.59, 0.37], [0.24, 0.56, 0.19], [-0.03, -0.10, 0.12], [0.06, -0.07, -0.08], [-0.56, 0.24, 0.51], [-0.05, 0.18, -0.19], [-0.06, -0.22, 0.00], [-0.21, 0.02, 0.10], [0.07, -0.07, 0.05], [0.04, -0.07, 0.03], [0.00, 0.01, -0.01], [0.02, 0.00, -0.01], [-0.01, 0.03, -0.01], [0.01, -0.02, 0.03], [0.01, 0.03, 0.04], [0.01, 0.05, 0.01], [-0.01, 0.04, -0.08], [0.01, 0.02, -0.01], [0.04, -0.01, -0.01], [0.00, -0.01, 0.02], [-0.01, 0.00, -0.01], [-0.02, 0.01, 0.00], [0.02, -0.02, -0.02], [0.05, -0.03, 0.04], [0.01, -0.02, 0.02], [0.08, -0.03, -0.04], [0.05, 0.05, -0.01], [0.05, 0.05, -0.04], [0.01, -0.03, -0.02], [0.00, 0.01, -0.02], [-0.01, 0.00, 0.01], [0.01, -0.01, 0.00], [-0.01, 0.00, -0.01], [0.00, 0.00, -0.01], [-0.02, -0.66, 0.21], [0.59, 1.13, -0.42], [-0.75, -0.52, 0.36], [0.43, 0.16, -0.02], [-0.01, 0.42, -0.25], [-0.01, 0.00, 0.00], [0.04, 0.04, 0.07], [0.00, -0.01, -0.02], [0.07, -0.05, 0.01], [0.17, -0.02, 0.08], [-0.01, 0.09, -0.14], [-0.02, 0.00, -0.02], [0.00, -0.01, 0.00], [-0.01, 0.00, 0.00], [0.00, 0.00, 0.00], [0.00, -0.01, 0.00], [0.00, 0.02, 0.01], [0.00, 0.00, 0.00], [0.00, 0.00, 0.00], [0.00, 0.00, 0.00], [0.00, 0.00, 0.00]], "mulliken_charge": [0.8994, -1.0627, 0.4133, -1.2453, 0.8061, -1.0648, -0.7383, 0.1587, -0.7732, 0.4596, -0.8910, -0.9913, 0.5625, -1.0841, -0.7844, 0.4785, -0.9821, -1.0447, 0.3499, 0.2900, 0.2839, 0.2871, 0.5631, 0.2845, 0.2091, 0.3511, 0.3292, 0.2580, 0.3319, 0.3062, 0.3527, 0.4086, 0.3431, 0.1244, 0.4271, 0.3882, 0.2195, 0.3672, 0.3006, 0.3365, 0.3307, 0.3069, -0.1236, -0.3946, -0.1078, 0.3079, 0.2483, -0.6732, 1.0184, -0.6744, -0.5147, 0.8766, -0.8782, 0.1555, -0.5169, -0.4954, -0.3957, -0.5666, 0.2320, 0.4655, 0.3744, 0.3813, 0.4153]}

{"formula": "C14H16F2O21Pb", "method": "the ωB97M-V functional and the def2-TZVPD basis", "relative_energy_kcal_mol": 0.0, "homo_ev": -1.2, "multiplicity": 1, "e_tot_ev": -68460.462, "total_charge": -2, "elements": ["Pb", "O", "C", "O", "O", "H", "O", "C", "O", "O", "H", "O", "C", "O", "O", "H", "O", "C", "O", "O", "H", "C", "C", "C", "O", "C", "O", "O", "H", "H", "H", "H", "H", "H", "C", "C", "O", "C", "O", "O", "F", "H", "H", "H", "C", "C", "O", "C", "O", "O", "F", "H", "H", "H"], "positions_angstrom": [[-1.11716, 1.19632, -0.44358], [3.32127, 2.34472, -2.05216], [2.11344, 2.85018, -1.58548], [1.20698, 2.07151, -1.20408], [2.09217, 4.10272, -1.50272], [3.66579, 3.23771, -2.26138], [-5.88594, 1.86386, -1.19761], [-4.52607, 2.06219, -1.46159], [-4.21140, 2.93445, -2.26288], [-3.71193, 1.36055, -0.77998], [-5.83271, 1.19575, -0.49894], [-1.17263, 3.52407, 1.01615], [-0.95739, 4.51959, 0.08871], [-1.39803, 4.30134, -1.05672], [-0.44805, 5.59766, 0.47515], [-0.66290, 3.88817, 1.75759], [-0.50205, -0.17739, -2.76593], [-0.74913, 0.92903, -3.58029], [-0.39001, 0.84387, -4.76486], [-1.26551, 1.94336, -3.02137], [0.06092, -0.67399, -3.38085], [2.55841, -3.46301, -2.76719], [2.68071, -3.14184, -1.31232], [3.56122, -1.88703, -1.07619], [2.73186, -0.96369, -0.37948], [1.49148, -1.42428, -0.28761], [0.55739, -0.85953, 0.17490], [1.40220, -2.67356, -0.84769], [2.00357, -4.39546, -2.90839], [3.56515, -3.65981, -3.14586], [2.01667, -2.73167, -3.36241], [3.00740, -3.96635, -0.68003], [4.00513, -1.39439, -1.93950], [4.39413, -2.13872, -0.41541], [-4.31430, -3.45968, 0.92139], [-3.00106, -3.93092, 1.54117], [-2.11501, -2.83309, 1.39431], [-2.84243, -1.73865, 0.99838], [-2.44049, -0.64239, 0.84959], [-4.14291, -2.07366, 0.84239], [-2.42087, -4.94379, 0.81918], [-5.18452, -3.70935, 1.52612], [-4.39246, -3.95854, -0.04796], [-3.02223, -4.24974, 2.58535], [2.42574, 0.85522, 4.49706], [2.57364, 2.22364, 3.83921], [1.79406, 2.04569, 2.70650], [0.75760, 1.19826, 2.97869], [-0.15829, 0.98185, 2.26942], [1.11121, 0.49166, 4.06888], [3.90041, 2.47586, 3.61165], [2.51179, 0.84849, 5.58006], [3.04223, 0.10599, 3.99725], [2.31294, 3.09683, 4.45134]], "atomic_forces_ev_per_a": [[-0.30, 3.01, -2.49], [0.11, 0.10, -0.43], [-1.72, 2.01, 1.60], [0.66, -1.16, -0.15], [0.52, -1.00, -0.49], [0.40, -0.62, -0.04], [0.07, -0.66, 0.44], [2.05, 2.10, -1.13], [-1.31, -0.65, 0.17], [-0.34, -1.15, 0.82], [-0.22, 0.05, -0.07], [0.56, -0.75, 1.42], [-0.88, 2.84, -3.80], [0.28, -1.30, 1.31], [0.25, -0.72, 1.48], [-0.16, -0.34, 0.11], [0.30, -0.76, -0.08], [-0.81, 3.71, -0.48], [0.23, -1.07, 0.02], [0.55, -2.57, 0.70], [-0.13, -0.25, 0.37], [0.08, -1.51, -0.36], [-0.53, 2.04, -0.18], [0.64, -0.24, 0.84], [0.34, 0.08, 0.06], [-0.30, -0.60, -0.81], [0.18, -0.29, 0.46], [-0.01, -0.13, 0.46], [0.00, -0.03, 0.10], [-0.07, 0.23, -0.30], [0.35, 0.44, 0.24], [-0.07, -0.15, -0.16], [-0.47, -0.09, -0.31], [0.02, 0.05, 0.06], [0.45, -0.83, 0.36], [1.22, 0.25, -0.23], [-0.97, 0.08, 0.26], [-0.09, 0.29, -0.03], [0.10, -0.72, 0.57], [-0.39, 0.16, -0.35], [-0.45, -0.36, 0.07], [0.02, 0.14, 0.03], [-0.12, 0.36, -0.17], [-0.06, 0.03, -0.07], [-0.61, -0.03, -0.60], [0.69, -0.33, 1.18], [-0.09, 1.52, -0.63], [1.46, -0.74, -0.93], [-0.22, 0.31, 0.75], [-1.05, -0.39, 1.29], [0.01, -0.38, -0.94], [-0.10, -0.09, -0.05], [0.70, 0.36, 0.34], [-0.77, -0.27, -0.20]], "mulliken_charge": [2.0873, -0.4837, 0.3556, -0.4782, -0.7646, 0.2451, -0.5659, 0.4627, -0.6014, -0.4216, 0.2817, -0.3684, 0.6975, -0.6083, -0.8250, 0.1332, -0.3241, 0.7245, -0.7908, -0.5611, 0.1015, -1.3590, 0.5223, -0.6066, -0.3048, 0.5299, -0.3044, -0.3360, 0.3607, 0.3879, 0.2685, 0.2743, 0.3177, 0.2856, -0.4186, 0.3717, -0.2899, 0.4239, -0.4024, -0.3276, -0.3114, 0.2696, 0.2716, 0.2226, -0.4473, 0.3252, -0.2020, 0.3838, -0.3064, -0.3639, -0.2873, 0.2633, 0.2589, 0.2339]}

{"formula": "C2HBrF2", "method": "the ωB97M-V functional and the def2-TZVPD basis", "relative_energy_kcal_mol": 31.5, "smiles": "FC#CBr.F", "homo_ev": -10.0, "multiplicity": 1, "e_tot_ev": -77564.224, "elements": ["F", "C", "C", "Br", "F", "H"], "positions_angstrom": [[-0.84708, -2.27649, -0.00302], [-1.08569, -1.01393, -0.22591], [-1.08192, 0.16968, -0.20188], [-1.36218, 1.95423, 0.05333], [2.05695, 0.17859, 0.40571], [2.31994, 0.98791, -0.02823]], "atomic_forces_ev_per_a": [[-0.42, 0.97, -0.62], [0.78, -2.03, 0.77], [-0.57, 1.69, 0.14], [0.19, -0.64, -0.29], [0.49, 1.41, -0.74], [-0.47, -1.40, 0.75]], "mulliken_charge": [-0.2169, 0.4056, -0.1628, -0.0273, -0.3915, 0.3928]}

{"formula": "CH3N2S", "method": "the ωB97M-V functional and the def2-TZVPD basis", "relative_energy_kcal_mol": 71.4, "homo_ev": -14.7, "multiplicity": 1, "e_tot_ev": -14888.637, "total_charge": 1, "elements": ["C", "N", "N", "S", "H", "H", "H"], "positions_angstrom": [[0.52343, 0.11666, 0.41918], [-0.35633, -0.48653, 0.90850], [0.98971, 1.00042, -0.40872], [-0.95599, -1.68528, -0.11569], [-2.77707, -1.47242, 0.81094], [1.84995, 1.44320, -0.18922], [0.72630, 1.08395, -1.42500]], "atomic_forces_ev_per_a": [[0.39, 2.58, -1.04], [0.06, -0.16, -0.45], [0.24, -0.37, -0.28], [-4.67, -1.33, 2.02], [3.31, -0.68, -1.87], [1.16, 0.17, 0.07], [-0.50, -0.20, 1.54]], "mulliken_charge": [0.4846, -0.0167, -0.3217, -0.0138, 0.2798, 0.2796, 0.3081]}